Record 1
Below is the molecule C4H8N2 in a non-equilibrium geometry, with properties calculated with the ωB97M-V functional and the def2-TZVPD basis.

## Properties
E (a.u.): -266.6177
Gap between HOMO and LUMO (Ha): 0.3812
Largest force on an atom (eV/Å): 2.27
SMILES: C1N[C@H]1[C@H]1CN1

The geometry in XYZ format:
```
14
Properties=species:S:1:pos:R:3:forces:R:3
C 1.941 -0.074 -0.094 0.2 0.2 -0.1
N 1.197 -1.255 0.338 -0.2 0.0 0.2
C 0.631 -0.396 -0.692 -0.1 0.2 -0.2
C -0.548 0.514 -0.444 -0.2 -0.2 -0.3
C -1.759 -0.061 0.149 -0.1 -0.8 -0.7
N -0.817 0.766 0.959 -0.8 -1.1 0.6
H 2.865 -0.252 -0.638 -0.1 0.0 0.1
H 1.946 0.781 0.579 0.1 -0.1 -0.1
H 0.759 -1.065 1.238 0.0 0.1 -0.1
H 0.590 -0.874 -1.671 0.0 0.2 0.1
H -0.694 1.244 -1.240 0.1 0.2 0.3
H -1.846 -1.096 0.428 0.0 -0.3 -0.2
H -2.673 0.445 -0.182 0.1 -0.3 0.4
H -1.593 1.324 1.270 1.0 2.1 -0.1
```
Forces are in eV/Å.

***

Record 2
Below is a 13-piece molecular cluster, C49H73N5O8 overall in a non-equilibrium geometry, with properties calculated with the ωB97M-V functional and the def2-TZVPD basis.

## Properties
E (a.u.): -2786.4108
Gap between HOMO and LUMO (Ha): 0.3561
Largest force on an atom (eV/Å): 4.35

The geometry in XYZ format:
```
135
Properties=species:S:1:pos:R:3:forces:R:3
N -4.925 1.455 9.733 -0.8 1.0 1.0
C -4.869 2.539 10.604 0.1 -3.3 0.5
C -5.023 2.345 12.001 -0.5 0.3 -1.8
C -5.361 1.081 12.455 -0.4 -1.4 -0.3
C -5.552 -0.009 11.576 1.1 1.8 -0.9
C -5.312 0.241 10.195 -0.1 1.3 1.7
H -4.656 3.520 10.206 0.1 -0.1 -0.3
H -4.996 3.223 12.630 0.1 -0.1 0.3
H -5.547 0.845 13.492 0.2 0.4 0.3
H -5.748 -1.002 11.952 -0.3 0.0 -0.1
H -5.535 -0.556 9.500 0.4 0.1 -0.4
N -17.388 -4.208 5.969 -0.6 0.5 0.9
C -16.712 -4.526 7.102 -0.1 0.9 -0.4
C -17.116 -4.181 8.388 -2.0 0.5 -0.6
C -18.396 -3.556 8.488 0.7 -0.1 -0.3
C -19.110 -3.178 7.350 1.6 -0.6 0.1
C -18.530 -3.509 6.113 0.0 -0.3 0.7
H -15.730 -4.938 6.928 0.0 -0.4 0.0
H -16.524 -4.366 9.272 0.1 -0.2 -0.1
H -18.838 -3.296 9.438 0.3 0.0 0.3
H -19.991 -2.561 7.452 -0.2 -0.2 -0.2
H -19.056 -3.178 5.229 0.2 -0.2 -0.4
N 0.153 -14.367 9.909 -0.5 0.9 -1.0
C -0.668 -13.380 9.361 1.3 -2.3 2.1
C -0.252 -12.502 8.429 0.0 0.1 -0.8
C 1.053 -12.594 7.992 0.7 -0.1 -0.5
C 1.914 -13.571 8.487 -0.5 0.3 0.4
C 1.425 -14.464 9.456 -2.2 0.7 -1.3
H -1.703 -13.337 9.665 0.0 -0.4 0.4
H -1.020 -11.897 7.970 0.3 0.4 -0.1
H 1.332 -11.964 7.161 0.4 0.1 0.0
H 2.933 -13.666 8.140 0.0 0.0 -0.2
H 1.916 -15.419 9.574 0.4 0.1 0.9
N -12.417 -2.812 14.183 -1.2 -0.5 0.1
C -13.670 -2.409 14.492 1.6 1.2 0.4
C -14.077 -2.202 15.809 0.5 -0.8 -0.3
C -13.233 -2.655 16.818 0.3 -0.9 0.0
C -12.005 -3.283 16.513 -1.3 0.4 -0.7
C -11.649 -3.295 15.163 -0.4 0.0 0.1
H -14.261 -2.037 13.667 -0.2 -0.2 -0.2
H -15.051 -1.796 16.040 0.0 0.0 0.0
H -13.625 -2.669 17.824 0.2 0.2 0.2
H -11.434 -3.844 17.238 0.1 0.3 0.2
H -10.751 -3.781 14.813 0.3 0.1 0.2
N -13.097 -11.547 16.295 1.4 1.2 0.0
C -12.925 -10.274 15.871 -1.1 -0.4 -0.6
C -13.833 -9.648 15.022 -1.2 -0.7 -0.4
C -14.948 -10.386 14.572 0.4 -1.6 0.0
C -14.979 -11.768 14.847 -0.3 1.3 0.6
C -14.070 -12.251 15.760 0.3 -0.5 -0.3
H -12.067 -9.675 16.138 0.3 -0.4 0.6
H -13.714 -8.630 14.684 0.1 0.1 0.2
H -15.787 -10.053 13.979 0.3 0.8 -0.2
H -15.755 -12.450 14.532 -0.2 0.3 -0.3
H -14.088 -13.302 16.008 -0.1 -0.2 0.3
C -10.838 -16.625 11.189 -0.1 -0.1 -0.4
C -9.492 -17.281 11.494 3.2 1.8 -2.2
O -8.437 -16.895 10.895 -3.8 -1.2 1.8
C -9.427 -18.283 12.577 0.0 -0.5 -0.3
H -11.717 -16.788 11.812 0.6 -0.2 0.9
H -11.216 -17.088 10.278 0.4 0.3 -0.6
H -10.720 -15.548 11.067 0.1 -0.2 -0.3
H -10.385 -18.800 12.622 0.0 0.2 0.8
H -9.146 -17.635 13.407 -0.6 -0.3 0.7
H -8.634 -19.027 12.495 0.1 0.3 -0.4
C -0.417 -4.966 12.463 0.2 0.3 0.0
C -0.203 -3.784 13.415 0.5 -0.9 -0.8
O -0.168 -4.012 14.595 -0.1 0.7 0.4
C 0.082 -2.450 12.737 -0.5 -0.1 -0.5
H -1.124 -4.704 11.676 -0.5 -0.2 0.3
H -0.634 -5.852 13.058 -0.5 0.1 -0.2
H 0.467 -5.209 11.873 0.5 0.3 0.2
H -0.701 -1.697 12.825 -0.1 -0.1 0.7
H 0.063 -2.635 11.663 0.5 0.0 -0.1
H 1.030 -2.016 13.056 -0.1 -0.1 0.0
C -6.626 -14.405 3.200 -0.7 0.1 0.0
C -7.266 -13.705 4.412 0.9 -0.2 -0.5
O -6.685 -12.841 5.030 -0.3 -0.2 -0.2
C -8.660 -14.137 4.769 -0.5 -0.3 0.5
H -5.732 -13.915 2.815 -0.2 0.1 0.2
H -7.421 -14.422 2.454 0.1 0.2 -0.4
H -6.414 -15.467 3.320 0.0 0.0 0.6
H -8.609 -14.769 5.655 0.2 0.0 0.2
H -9.189 -14.759 4.047 0.2 0.3 -0.3
H -9.278 -13.288 5.061 0.1 0.1 -0.1
C -2.909 -15.304 15.687 -0.2 0.6 0.1
C -1.635 -14.786 16.263 0.4 -0.1 -0.7
O -1.462 -13.616 16.482 -0.2 0.7 0.3
C -0.510 -15.740 16.455 0.9 -0.6 0.9
H -3.593 -14.455 15.691 -0.3 -0.3 0.1
H -3.250 -16.156 16.275 -0.2 0.0 -0.3
H -2.733 -15.551 14.640 0.0 -0.4 0.0
H -0.032 -16.097 15.543 -0.2 0.3 -0.3
H -0.787 -16.647 16.993 -0.3 0.0 0.0
H 0.241 -15.233 17.061 0.1 0.0 -0.1
C -6.736 -9.215 11.737 0.0 0.4 0.2
C -7.708 -8.319 10.964 0.0 1.8 0.1
O -7.448 -7.116 10.780 -0.8 -3.0 0.2
C -9.012 -9.035 10.556 0.8 0.6 -0.6
H -7.215 -9.942 12.393 -0.4 0.2 0.0
H -6.123 -8.551 12.346 0.2 -0.2 -0.1
H -6.121 -9.852 11.101 0.1 0.4 -0.4
H -9.605 -9.256 11.444 0.1 -0.2 0.0
H -8.680 -9.940 10.047 -0.2 -0.4 0.3
H -9.629 -8.518 9.822 0.2 0.4 0.3
C -9.844 -5.819 2.251 0.6 0.0 1.0
C -10.094 -5.932 3.763 -1.4 0.1 -1.1
O -10.653 -6.923 4.199 0.9 1.1 0.3
C -9.780 -4.647 4.570 0.0 -1.3 -0.1
H -10.472 -5.060 1.784 -0.1 0.0 0.2
H -9.966 -6.785 1.762 0.1 0.2 0.1
H -8.822 -5.440 2.214 0.2 -0.1 -0.6
H -10.260 -4.797 5.537 0.1 0.5 0.0
H -10.097 -3.755 4.030 -0.4 -0.1 0.1
H -8.706 -4.504 4.692 0.1 -0.3 0.1
C -15.296 -11.917 7.747 0.9 0.3 0.1
C -15.400 -12.635 6.438 -0.5 -0.3 -0.7
O -15.065 -13.781 6.287 0.3 -0.5 0.3
C -15.942 -11.899 5.230 -0.7 0.9 0.5
H -16.273 -11.713 8.184 0.0 0.0 0.0
H -14.780 -10.976 7.557 -0.3 0.3 0.0
H -14.625 -12.440 8.429 -0.4 -0.4 0.1
H -15.205 -11.941 4.428 -0.3 0.0 -0.1
H -16.243 -10.878 5.462 0.7 0.4 0.0
H -16.924 -12.270 4.937 0.3 -0.8 -0.3
C -4.959 -4.668 18.639 0.1 -0.1 0.2
C -4.994 -6.173 18.415 -1.2 0.5 -0.2
O -5.876 -6.675 17.760 -0.3 0.2 -0.6
C -4.084 -7.072 19.147 1.0 -0.6 -0.1
H -4.057 -4.207 18.237 0.1 -0.1 -0.1
H -4.951 -4.477 19.712 0.1 0.0 0.1
H -5.843 -4.182 18.225 0.1 -0.2 -0.2
H -4.355 -7.034 20.202 0.3 -0.1 0.1
H -3.031 -6.846 18.979 0.1 0.4 0.4
H -4.204 -8.081 18.750 -0.3 0.0 0.2
```
Forces are in eV/Å.

***

Record 3
Below is C2H3ClFO2S as an isolated structure in a non-equilibrium geometry, with properties calculated with the ωB97M-V functional and the def2-TZVPD basis.

## Properties
E (a.u.): -1186.7095
Gap between HOMO and LUMO (Ha): 0.2678
Charge: -1
Largest force on an atom (eV/Å): 5.01

The geometry in XYZ format:
```
10
Properties=species:S:1:pos:R:3:forces:R:3
C -1.247 -0.567 -0.368 4.5 0.3 -2.1
C 0.470 -0.344 0.493 -4.1 1.0 -2.1
O 2.487 1.591 0.360 1.3 0.2 0.6
O 0.227 2.200 -0.257 -0.7 0.8 -0.3
F -2.109 -1.245 0.408 -1.1 0.2 1.2
S 1.353 1.292 -0.492 -1.3 -1.7 0.6
Cl 1.279 -1.833 0.334 1.1 -1.7 -0.3
H -1.132 -1.292 -1.296 0.4 1.7 1.6
H -1.500 0.489 -0.731 -0.3 -1.5 1.1
H 0.174 -0.291 1.549 0.1 0.8 -0.2
```
Forces are in eV/Å.

***

Record 4
Below is CH5N2O3PS as an isolated structure in a non-equilibrium geometry, with properties calculated with the ωB97M-V functional and the def2-TZVPD basis.

## Properties
Spin multiplicity: 3
⟨S²⟩: 2.006
E (a.u.): -1115.6301
Gap between HOMO and LUMO (alpha / beta) (Ha): 0.1981 / 0.2455
Largest force on an atom (eV/Å): 6.26

The geometry in XYZ format:
```
13
Properties=species:S:1:pos:R:3:forces:R:3
C -0.439 0.924 0.032 -0.4 5.1 1.8
N -0.426 0.462 1.413 0.7 1.6 -1.1
N -1.456 1.880 -0.257 0.8 0.7 -2.1
O 0.880 -1.261 0.193 0.6 1.6 -0.4
O 2.961 -0.260 -0.504 0.6 0.5 -1.3
O 0.836 1.149 -0.396 -0.2 0.4 -2.4
P -0.693 -0.909 0.273 -2.4 -5.8 0.1
S 1.887 0.155 0.323 1.1 -2.0 2.7
H -1.210 0.932 1.800 -1.3 -0.2 0.8
H 0.461 -4.164 -1.258 -0.5 0.6 1.0
H -1.418 2.746 0.359 0.1 -1.4 -1.1
H -1.519 2.136 -1.321 0.3 -0.5 2.9
H 0.137 -3.790 -0.657 0.5 -0.6 -1.0
```
Forces are in eV/Å.

***

Record 5
Below is a 6-piece molecular cluster, C6H24N2O5 overall in a non-equilibrium geometry, with properties calculated with the ωB97M-V functional and the def2-TZVPD basis.

## Properties
E (a.u.): -728.5301
Gap between HOMO and LUMO (Ha): 0.2951
Largest force on an atom (eV/Å): 8.34
SMILES: C=CCCCNCN.O.O.O.O.O

The geometry in XYZ format:
```
37
Properties=species:S:1:pos:R:3:forces:R:3
C 1.544 2.437 0.210 0.7 -1.6 0.3
N 1.014 2.008 -1.111 0.4 2.2 1.1
C 2.057 2.373 -2.137 -1.4 -2.2 0.7
N 3.287 1.606 -1.902 -0.6 0.1 -3.1
C 1.526 1.440 1.446 -0.6 -1.6 -1.3
C 0.015 1.266 2.061 2.1 2.2 -1.4
C 0.228 0.537 3.292 -0.6 1.2 2.1
C 0.449 -0.743 3.317 -1.0 -2.8 -3.5
H 1.093 3.310 0.542 -1.4 1.8 0.6
H 2.543 2.781 -0.008 0.7 0.0 0.6
H 0.685 1.078 -1.003 0.2 -1.1 -0.8
H 2.119 3.473 -2.087 0.6 -0.5 0.2
H 1.615 2.149 -3.104 0.3 -0.1 -0.2
H 3.356 0.661 -2.405 -0.2 2.2 1.9
H 3.572 1.797 -0.972 0.8 -1.1 0.5
H 1.826 0.364 1.065 -0.2 2.0 0.9
H 2.234 1.749 2.296 -1.0 -0.3 -1.4
H -0.246 2.341 2.230 -0.6 -1.0 -0.2
H -0.650 0.721 1.381 0.1 0.4 0.0
H 0.224 1.092 4.284 0.4 -0.6 -1.4
H 0.244 -1.496 2.358 0.8 2.3 2.5
H 0.724 -1.189 4.200 0.4 -1.3 1.9
H -4.100 1.649 -1.870 2.3 -0.5 0.6
H -2.423 1.345 -1.535 -2.2 0.4 -0.4
O -3.390 1.167 -1.353 -0.1 0.1 -0.2
H -1.829 -3.141 -0.408 -0.8 1.6 0.8
H -2.591 -2.999 0.871 0.6 1.7 -1.3
O -2.291 -2.393 0.106 0.2 -3.0 0.9
H -3.950 -1.971 0.235 -0.6 0.2 1.0
H -4.853 -1.431 -0.651 -1.1 0.0 1.9
O -4.891 -1.675 0.335 1.3 0.1 -3.0
H 1.103 -2.661 -4.034 4.4 -2.0 -1.6
H 0.413 -2.437 -2.561 0.1 0.3 -5.2
O 0.364 -2.333 -3.672 -4.5 1.8 6.8
H 0.220 -3.726 -0.131 -2.7 -2.3 0.5
H -0.621 -4.784 0.814 0.3 0.9 -1.5
O -0.617 -4.367 -0.097 3.0 0.9 1.0
```
Forces are in eV/Å.

***

Record 6
Below is a 6-piece molecular cluster, C7H22O5 overall in a non-equilibrium geometry, with properties calculated with the ωB97M-V functional and the def2-TZVPD basis.

## Properties
Spin multiplicity: 2
⟨S²⟩: 0.772
E (a.u.): -655.7318
Gap between HOMO and LUMO (alpha / beta) (Ha): 0.3477 / 0.2409
Charge: +1
Largest force on an atom (eV/Å): 6.01

The geometry in XYZ format:
```
34
Properties=species:S:1:pos:R:3:forces:R:3
C -1.681 -1.851 2.822 0.7 1.8 -0.9
C -0.468 -1.911 1.810 0.3 0.5 -0.7
C -0.734 -0.992 0.549 0.8 -4.4 4.0
C -1.409 -1.392 -0.539 -0.5 1.9 -2.2
C -1.574 -0.540 -1.677 -2.3 -2.1 -1.0
C -0.871 0.443 -2.299 3.6 1.0 0.3
C -1.082 0.966 -3.666 -0.9 -1.3 -0.6
H -1.490 -2.711 3.458 -0.7 0.3 0.4
H -1.726 -0.820 3.322 0.6 -1.7 -0.1
H -2.630 -1.814 2.289 -0.1 -1.0 0.0
H -0.210 -2.919 1.445 -0.8 0.1 0.2
H 0.479 -1.659 2.383 -1.1 0.4 -1.0
H -0.295 -0.121 0.823 1.0 3.4 -0.5
H -1.958 -2.314 -0.677 0.3 -0.3 0.7
H -2.380 -0.922 -2.345 0.4 0.2 0.5
H 0.113 0.789 -1.842 -1.5 -0.3 -0.4
H -0.672 1.955 -3.710 0.0 0.6 -0.3
H -2.158 0.903 -3.934 0.5 0.3 0.1
H -0.569 0.366 -4.504 -0.3 0.6 1.5
H 2.222 -0.427 1.371 0.7 -0.8 0.7
H 3.289 -1.446 1.201 1.4 -0.7 -1.2
O 2.697 -1.142 1.851 -1.9 1.2 0.7
H -1.973 2.432 1.915 1.8 0.9 -3.1
H -1.755 2.130 0.355 -0.3 -0.2 -0.3
O -1.402 2.683 1.051 -1.8 -0.6 3.4
H 0.140 2.288 1.497 2.2 -1.4 0.1
H 1.340 2.024 2.544 -0.2 -0.3 -0.8
O 1.034 1.740 1.656 -1.9 1.5 0.9
H 2.707 -0.345 -2.996 0.4 -0.5 -0.1
H 2.153 0.428 -1.772 0.6 0.1 -1.0
O 2.158 0.395 -2.767 -0.9 0.4 1.1
H 2.298 1.254 0.658 0.2 0.2 -0.8
H 3.583 1.578 -0.146 -0.6 -0.7 -0.2
O 2.827 0.951 -0.125 0.4 0.8 0.6
```
Forces are in eV/Å.

***

Record 7
Below is the molecule C5H10O, with properties calculated with the ωB97M-V functional and the def2-TZVPD basis.

## Properties
E (a.u.): -271.7109
Gap between HOMO and LUMO (Ha): 0.3797
Largest force on an atom (eV/Å): 0.37
SMILES: C[C@H]1C[C@]1(C)O

The geometry in XYZ format:
```
16
Properties=species:S:1:pos:R:3:forces:R:3
C 1.452 -0.214 1.072 0.0 0.0 0.0
C 0.949 0.031 -0.343 0.1 0.1 0.0
C 0.128 -1.000 -1.087 -0.1 -0.2 -0.1
C -0.528 0.248 -0.606 0.1 -0.2 0.3
C -1.486 0.245 0.577 0.0 0.0 0.0
O -0.877 1.132 -1.642 0.0 0.3 0.1
H 1.389 -1.269 1.360 0.0 0.1 -0.1
H 2.493 0.103 1.179 -0.1 -0.1 0.0
H 0.868 0.354 1.806 0.2 -0.1 -0.1
H 1.603 0.627 -0.978 -0.2 -0.1 0.1
H 0.289 -1.095 -2.158 -0.1 0.1 0.2
H -0.110 -1.930 -0.575 0.0 0.2 0.0
H -1.758 -0.768 0.895 0.1 0.2 -0.1
H -2.408 0.773 0.311 0.1 -0.2 0.0
H -1.045 0.751 1.445 -0.2 0.0 -0.2
H -0.957 2.012 -1.254 0.1 -0.1 -0.1
```
Forces are in eV/Å.

***

Record 8
Below is C11H11Br2IrN7O2 as an isolated structure, with properties calculated with the ωB97M-V functional and the def2-TZVPD basis.

## Properties
Spin multiplicity: 5
⟨S²⟩: 6.018
E (a.u.): -6210.6400
Gap between HOMO and LUMO (alpha / beta) (Ha): 0.2929 / 0.1736
Charge: +3
Largest force on an atom (eV/Å): 0.53

The geometry in XYZ format:
```
34
Properties=species:S:1:pos:R:3:forces:R:3
Ir 0.578 0.376 -0.273 0.1 -0.1 0.3
Br -2.793 0.625 5.546 -0.1 0.0 0.2
C -1.795 0.478 4.020 -0.1 0.0 0.1
C -0.473 0.918 3.991 0.1 0.0 -0.1
C 0.227 0.812 2.819 -0.2 -0.2 -0.1
N -0.325 0.282 1.695 0.2 0.1 0.0
C -1.600 -0.191 1.740 0.2 0.1 0.0
C -2.359 -0.091 2.872 -0.1 -0.1 0.0
C -2.067 -0.806 0.491 0.0 0.0 -0.1
C -3.242 -1.500 0.376 0.0 0.0 0.0
C -3.581 -2.078 -0.851 -0.1 -0.1 0.0
Br -5.146 -3.004 -1.024 -0.2 -0.1 0.0
C -2.712 -1.945 -1.938 0.1 0.0 -0.1
C -1.556 -1.245 -1.754 -0.1 0.0 0.1
N -1.219 -0.676 -0.565 0.2 0.2 -0.4
H 0.002 1.341 4.865 0.0 0.0 0.0
H 1.250 1.143 2.772 0.1 0.0 -0.1
H -3.382 -0.436 2.894 0.0 0.0 0.0
H -3.903 -1.618 1.223 0.0 0.0 0.0
H -2.940 -2.380 -2.901 0.0 0.0 0.0
H -0.875 -1.114 -2.580 0.0 0.0 0.1
N 1.424 -0.433 -2.655 0.0 -0.1 -0.1
N 2.737 0.019 -2.840 0.0 0.1 0.0
C 3.275 0.853 -1.943 -0.1 -0.1 0.0
N 4.462 1.369 -2.103 0.1 0.1 0.0
N 2.463 1.080 -0.863 -0.3 -0.1 -0.1
N 2.737 2.024 0.091 -0.5 -0.1 0.2
O 1.746 2.087 0.863 0.3 0.2 -0.1
O 3.728 2.651 0.173 0.3 0.2 0.0
H 1.410 -1.450 -2.725 0.1 0.0 0.0
H 0.827 -0.040 -3.383 0.1 0.0 0.0
H 3.225 -0.222 -3.694 0.0 0.0 0.0
H 5.019 1.175 -2.928 0.0 0.0 0.0
H 4.859 1.995 -1.412 0.0 -0.1 -0.1
```
Forces are in eV/Å.